Entry 1:
Formula: C15H45ClN7O8
Source: OMol25
Level of theory: ωB97M-V/def2-TZVPD

## Properties
- ⟨S²⟩ = 0.754
- Kohn-Sham gap (spin up / spin down) (eV) = 8.9 / 4.2

Geometry as ORCA input:
```
! RIJCOSX wB97M-V def2-TZVPD def2/J DEFGRID3
* xyz 0 2
Cl 17.634 2.596 21.369
C 14.119 0.639 21.782
O 14.984 0.143 21.104
N 12.967 0.017 22.020
N 14.040 1.868 22.297
H 12.224 0.604 22.370
H 12.643 -0.724 21.416
H 13.221 2.169 22.807
H 14.761 2.501 21.984
C 17.439 0.722 24.655
O 17.375 0.071 25.672
N 16.885 1.925 24.564
N 18.045 0.346 23.570
H 16.561 2.382 25.405
H 17.120 2.395 23.701
H 18.695 -0.427 23.575
H 18.058 1.065 22.860
C 20.972 -0.627 21.736
O 20.091 -1.434 21.901
N 22.219 -0.917 21.874
N 20.787 0.628 21.506
H 22.526 -1.831 22.173
H 22.802 -0.095 21.808
H 21.549 1.288 21.562
H 19.861 1.021 21.598
C 14.754 7.022 19.594
C 15.903 6.051 19.875
O 15.498 4.689 19.903
H 15.285 7.974 19.590
H 14.100 7.145 20.457
H 14.261 6.815 18.644
H 16.234 6.254 20.893
H 16.757 6.318 19.253
H 16.131 4.128 20.358
C 21.046 5.802 24.144
C 20.376 5.262 22.896
O 18.922 5.215 23.076
H 20.628 5.202 24.953
H 20.789 6.833 24.384
H 22.129 5.682 24.119
H 20.744 4.268 22.640
H 20.549 5.835 21.984
H 18.528 4.539 22.520
C 19.658 5.690 17.915
C 19.195 5.094 19.221
O 19.982 4.049 19.614
H 18.839 6.255 17.470
H 19.887 4.868 17.236
H 20.577 6.270 17.996
H 18.162 4.802 19.030
H 19.223 5.765 20.079
H 19.421 3.457 20.118
C 12.817 0.501 18.070
O 14.167 0.272 18.194
C 14.974 1.429 18.153
C 16.490 1.040 18.053
N 16.908 0.026 19.051
C 18.313 -0.280 18.951
C 18.847 -0.504 17.534
O 18.857 0.638 16.660
C 19.866 1.621 16.901
H 12.414 0.850 19.021
H 12.219 -0.400 17.933
H 12.540 1.179 17.262
H 14.761 2.011 19.050
H 14.802 2.158 17.362
H 16.978 2.002 18.212
H 16.682 0.693 17.037
H 16.907 0.640 19.852
H 18.429 -1.256 19.421
H 18.923 0.366 19.583
H 18.301 -1.313 17.049
H 19.872 -0.856 17.644
H 19.601 2.142 17.821
H 19.865 2.367 16.105
H 20.863 1.182 16.934
*
```


Entry 2:
Formula: C8H21AuClIO2P2
Source: OMol25
Level of theory: ωB97M-V/def2-TZVPD

## Properties
- ⟨S²⟩ = 2.033
- Kohn-Sham gap (spin up / spin down) (eV) = 5.7 / 4.1

Geometry as ORCA input:
```
! RIJCOSX wB97M-V def2-TZVPD def2/J DEFGRID3
* xyz 2 3
C -0.422 -2.972 -2.363
I 2.152 -3.144 -0.964
H -1.363 -2.466 -2.140
H -0.497 -3.966 -1.967
H -0.048 -2.906 -3.360
Au 0.262 -1.363 -1.386
P -0.199 0.980 -2.282
C 1.244 1.788 -3.110
C -1.407 0.949 -3.679
H -1.655 1.950 -0.648
H -0.989 3.205 -1.737
H 0.026 2.501 -0.453
C -0.762 2.291 -1.177
H -2.418 0.853 -3.244
H -1.313 1.882 -4.275
H 0.902 2.604 -3.772
H 1.782 1.032 -3.702
H -1.178 0.073 -4.313
H 1.902 2.195 -2.326
C 1.939 -0.440 -0.922
O 2.565 0.268 -0.259
Cl -2.123 -0.499 -0.732
C 1.460 -0.847 4.317
P 0.279 -0.590 2.986
C -1.294 -1.238 3.589
C 0.066 1.207 2.864
O 0.720 -1.186 1.686
H 1.156 -0.307 5.228
H 2.448 -0.486 3.995
H 1.525 -1.923 4.539
H -1.541 -0.831 4.575
H -2.075 -0.969 2.873
H -1.221 -2.327 3.655
H 0.953 1.631 2.380
H -0.822 1.420 2.257
H -0.052 1.631 3.869
*
```